66
Properties=species:S:1:pos:R:3:nbo_charge:R:1 method="wB97M-V/def2-TZVPD" gap_ev=7.673 de_lowest_ev=0.000 e_homo_ev=-7.6 e_tot_ha=-2992.9116
N 16.6291 -15.4807 22.5132 -0.945
H 16.0551 -15.3977 23.3465 0.407
H 17.6280 -15.9440 22.6843 0.484
H 16.7823 -14.5745 22.0153 0.468
H 16.0986 -16.1363 21.9307 0.407
N 18.5211 -11.4886 24.0049 -0.899
H 18.6008 -12.1140 24.8127 0.450
H 19.4208 -11.0757 23.7467 0.463
H 17.9381 -10.6858 24.2486 0.414
H 18.0197 -12.0214 23.2335 0.487
N 20.1202 -14.2119 21.7091 -0.955
H 20.4281 -14.5698 20.8069 0.447
H 19.3647 -13.5117 21.7197 0.452
H 20.8808 -13.8972 22.3172 0.440
H 19.7413 -15.0498 22.2714 0.482
C 19.2803 -17.8603 22.4429 -0.230
O 19.1890 -16.5327 22.8833 -0.980
H 20.2834 -17.9807 22.0207 0.141
H 19.1940 -18.4721 23.3497 0.150
H 18.6103 -18.1845 21.6222 0.120
C 16.9309 -12.1483 21.0869 0.336
O 16.6647 -11.0280 21.9202 -0.563
O 17.6246 -13.0342 21.7973 -0.926
C 15.5475 -12.6752 20.6178 0.912
F 15.1153 -12.0050 19.5274 -0.338
F 15.6063 -13.9880 20.2965 -0.338
F 14.5528 -12.5128 21.5193 -0.330
C 16.4770 -9.8110 21.2296 -0.067
C 16.4469 -8.6842 22.2462 -0.621
H 16.4487 -7.7102 21.7645 0.222
H 15.5394 -8.7845 22.8540 0.214
H 17.2257 -8.7547 23.0075 0.192
H 15.5622 -9.8033 20.6171 0.173
H 17.1551 -9.5087 20.4112 0.159
H 17.3833 -11.8894 20.1155 0.130
P 21.5456 -12.7822 24.6975 2.598
F 20.2355 -13.7219 24.8309 -0.590
F 20.8434 -12.1720 23.3214 -0.620
F 20.8694 -11.7014 25.7002 -0.596
F 22.7391 -11.7254 24.4595 -0.579
F 22.2934 -13.4478 25.9462 -0.571
F 22.2691 -13.8989 23.7493 -0.600
C 18.7168 -9.9248 18.6352 -0.621
C 18.9775 -11.3779 18.3550 0.054
C 19.8458 -11.5531 17.0835 -0.084
O 20.9274 -12.3224 17.5512 -0.480
C 20.8517 -12.5544 18.8671 0.986
O 21.6487 -13.1497 19.4725 -0.572
O 19.7010 -12.0384 19.3615 -0.501
H 18.3052 -9.4489 17.7420 0.222
H 19.6131 -9.3689 18.9201 0.222
H 18.0008 -9.7106 19.4317 0.201
H 18.0369 -11.8769 18.1126 0.189
H 20.2390 -10.5957 16.7286 0.181
H 19.3234 -11.9234 16.2039 0.200
C 23.8213 -15.8590 22.3422 -0.103
C 24.1285 -15.0477 21.1111 -0.106
O 23.8907 -15.9335 20.0225 -0.681
S 22.5673 -16.8298 20.3693 2.538
O 22.7407 -18.1822 20.0222 -0.875
O 21.4771 -16.1370 19.7725 -0.940
O 22.6070 -16.5275 21.9742 -0.677
H 23.7269 -15.2073 23.2006 0.251
H 24.5964 -16.6250 22.4129 0.183
H 25.1803 -14.7634 21.0538 0.207
H 23.4960 -14.1561 21.0368 0.206